The following is a quantum chemistry calculation of an isolated molecule of C4H11NO in a non-equilibrium geometry, from the OMol25 dataset.

CARTESIAN COORDINATES (ANGSTROEM)
C (1.338, 1.105, 1.813)
C (0.464, 1.689, 0.690)
O (-0.311, 0.631, 0.126)
C (0.270, -0.195, -0.916)
N (-0.192, -1.512, -0.789)
C (-1.585, -1.713, -1.049)
H (2.243, 0.590, 1.369)
H (0.730, 0.367, 2.372)
H (1.695, 1.899, 2.502)
H (-0.220, 2.425, 1.077)
H (1.130, 2.145, -0.071)
H (0.035, 0.272, -1.906)
H (1.356, -0.293, -0.857)
H (0.010, -1.855, 0.146)
H (-1.892, -2.722, -0.687)
H (-1.871, -1.578, -2.119)
H (-2.300, -1.026, -0.541)

Results
* relative energy (zero: lowest compared OMol25 entry of this formula, charge and spin): 149.6 kJ/mol
* LUMO energy: 1.157 eV
* multiplicity: 1
* SMILES string: CCOCNC
* Kohn-Sham gap: 10.1 eV